{
  "formula": "C7H10F4KN2O14S4",
  "method": "wB97M-V/def2-TZVPD",
  "species": ["K", "N", "S", "O", "O", "F", "S", "O", "O", "F", "N", "S", "O", "O", "F", "S", "O", "O", "F", "C", "C", "O", "C", "O", "O", "H", "H", "H", "H", "C", "C", "C", "O", "C", "O", "O", "H", "H", "H", "H", "H", "H"],
  "xyz": [[19.03, 2.82, 19.75], [16.76, 4.02, 20.48], [16.30, 4.16, 21.95], [14.90, 4.55, 22.04], [17.20, 4.58, 22.97], [16.11, 2.54, 22.21], [16.74, 5.70, 20.29], [17.90, 6.45, 20.80], [15.51, 6.45, 20.08], [17.19, 5.53, 18.75], [20.25, 3.10, 15.05], [18.62, 3.38, 15.37], [18.28, 3.60, 16.81], [17.63, 2.79, 14.47], [18.67, 4.84, 14.79], [20.25, 1.76, 15.75], [19.49, 0.74, 15.05], [20.16, 1.79, 17.19], [21.85, 1.45, 15.30], [21.82, 5.33, 23.10], [20.32, 5.04, 23.08], [20.36, 3.73, 22.59], [21.49, 3.60, 21.82], [21.69, 2.78, 20.98], [22.29, 4.65, 22.00], [22.20, 4.96, 24.05], [21.98, 6.39, 22.89], [19.68, 5.65, 22.45], [20.01, 5.16, 24.11], [22.60, 1.32, 24.47], [21.95, 0.07, 23.84], [20.67, -0.46, 24.56], [19.66, -0.21, 23.58], [20.22, 0.22, 22.46], [19.66, 0.60, 21.44], [21.54, 0.29, 22.52], [23.03, 1.16, 25.45], [21.81, 2.03, 24.72], [23.27, 1.78, 23.74], [22.64, -0.78, 23.84], [20.46, 0.05, 25.49], [20.79, -1.51, 24.81]],
  "mol_weight_g_mol": 589.52,
  "charge": -1,
  "homo_energy_ha": -0.25705,
  "e_tot_ha": -4027.8360,
  "relative_energy_kcal_mol": 73.92
}


{
  "formula": "C10H16ClNO9S2Sn",
  "method": "wB97M-V/def2-TZVPD",
  "species": ["Sn", "O", "Cl", "O", "O", "O", "C", "S", "O", "C", "C", "C", "C", "C", "C", "H", "H", "H", "H", "H", "H", "H", "H", "C", "S", "O", "O", "O", "H", "H", "H", "C", "C", "N", "O", "H", "H", "H", "H", "H"],
  "xyz": [[1.63, 1.10, 1.39], [2.26, -2.67, 0.55], [3.06, -1.70, 1.23], [4.40, -2.12, 1.39], [3.04, -0.44, 0.41], [2.45, -1.34, 2.50], [-2.15, -1.08, 1.85], [-0.48, -1.60, 1.45], [0.08, -0.34, 0.79], [-0.87, -2.67, 0.08], [-1.18, -2.13, -1.15], [-1.50, -3.00, -2.19], [-1.50, -4.37, -1.98], [-1.16, -4.89, -0.74], [-0.83, -4.04, 0.30], [-2.62, -0.69, 0.95], [-2.07, -0.32, 2.62], [-2.70, -1.95, 2.22], [-1.15, -1.06, -1.30], [-1.75, -2.60, -3.17], [-1.75, -5.04, -2.80], [-1.14, -5.96, -0.58], [-0.53, -4.44, 1.26], [2.71, 2.72, -2.38], [1.66, 3.15, -1.02], [0.61, 4.00, -1.52], [1.11, 1.80, -0.58], [2.49, 3.68, 0.04], [2.10, 2.25, -3.15], [3.47, 2.04, -2.02], [3.15, 3.64, -2.75], [-2.07, 2.92, 0.38], [-0.97, 3.05, 1.40], [-0.31, 4.22, 1.41], [-0.68, 2.14, 2.18], [-2.90, 3.57, 0.64], [-2.41, 1.89, 0.35], [-1.69, 3.21, -0.60], [-0.34, 4.79, 0.57], [0.52, 4.28, 1.96]],
  "mol_weight_g_mol": 512.53,
  "homo_energy_ha": -0.34809,
  "e_tot_ha": -2593.2524,
  "relative_energy_kcal_mol": 0.00
}


{
  "formula": "H24O16S",
  "method": "wB97M-V/def2-TZVPD",
  "species": ["S", "O", "O", "O", "O", "O", "H", "H", "O", "H", "H", "O", "H", "H", "O", "H", "H", "O", "H", "H", "O", "H", "H", "O", "H", "H", "O", "H", "H", "O", "H", "H", "O", "H", "H", "O", "H", "H", "O", "H", "H"],
  "xyz": [[0.00, -0.10, 0.17], [0.46, 1.22, -0.36], [1.05, -0.69, 0.93], [-1.18, -0.06, 0.87], [-0.17, -0.96, -1.01], [-1.75, 1.86, 2.48], [-2.73, 1.64, 2.70], [-1.61, 1.33, 1.64], [1.19, 3.21, 0.82], [0.66, 2.60, 0.30], [0.67, 3.10, 1.54], [-3.80, 0.50, -0.16], [-3.81, 1.43, -0.43], [-2.95, 0.26, 0.09], [-1.92, -2.76, -1.37], [-1.32, -2.06, -1.22], [-2.57, -2.61, -0.89], [3.74, -0.04, 1.33], [4.17, 0.62, 0.78], [2.82, -0.12, 1.11], [2.30, -3.03, 0.64], [2.60, -3.11, 1.53], [1.75, -2.28, 0.53], [-1.12, -0.19, -3.63], [-0.75, -0.74, -2.82], [-0.76, 0.73, -3.55], [2.97, 1.36, -1.38], [2.97, 2.27, -1.77], [2.15, 1.30, -0.78], [-0.56, 2.25, -2.42], [-0.31, 2.03, -1.52], [-1.40, 2.85, -2.37], [-2.65, -1.64, 2.07], [-2.11, -1.04, 1.41], [-3.33, -1.26, 2.52], [1.55, -1.42, -2.82], [1.04, -1.28, -2.03], [1.17, -2.25, -2.79], [1.33, -1.40, 3.39], [0.93, -0.63, 3.94], [1.25, -0.90, 2.51]],
  "mol_weight_g_mol": 312.24,
  "charge": -2,
  "homo_energy_ha": -0.14116,
  "e_tot_ha": -1616.4427,
  "relative_energy_kcal_mol": 114.85
}


{
  "formula": "C3H7N2O2S3",
  "method": "wB97M-V/def2-TZVPD",
  "species": ["C", "N", "C", "S", "O", "O", "N", "C", "S", "S", "H", "H", "H", "H", "H", "H", "H"],
  "xyz": [[0.15, 0.93, -1.75], [1.23, 0.33, -0.95], [1.48, 0.71, 0.44], [0.43, -1.54, -0.47], [0.09, -2.24, -1.70], [1.37, -2.19, 0.36], [-0.94, -0.98, 0.18], [-1.30, -0.67, 1.33], [-0.81, -0.93, 2.89], [-2.79, 0.42, 1.12], [0.09, 0.39, -2.73], [-0.90, 0.88, -1.37], [0.48, 2.00, -1.99], [0.73, 1.48, 0.84], [1.38, -0.23, 0.96], [2.47, 1.18, 0.42], [-3.16, 0.46, 2.41]],
  "mol_weight_g_mol": 199.30,
  "smiles": "CN(C)[S@@](=O)([O-])=NC(=S)S",
  "charge": -1,
  "homo_energy_ha": -0.16460,
  "e_tot_ha": -1573.0479
}


{
  "formula": "C5H13DyO3",
  "method": "wB97M-V/def2-TZVPD",
  "species": ["C", "C", "O", "C", "C", "O", "C", "H", "H", "H", "H", "H", "H", "H", "H", "H", "H", "H", "Dy", "O", "H", "H"],
  "xyz": [[2.59, -0.76, -0.05], [1.31, -1.45, -0.46], [0.20, -0.77, 0.22], [-1.05, -1.42, 0.12], [-2.13, -0.63, 0.83], [-2.70, 0.41, 0.08], [-1.86, 1.51, -0.16], [3.29, -1.48, 0.39], [3.14, -0.22, -0.83], [1.26, -2.50, -0.14], [1.08, -1.40, -1.54], [-0.97, -2.42, 0.57], [-1.32, -1.54, -0.94], [-1.73, -0.25, 1.79], [-2.96, -1.32, 1.06], [-2.47, 2.31, -0.60], [-1.41, 1.88, 0.78], [-1.05, 1.26, -0.86], [1.73, 0.76, 1.49], [1.80, 2.52, -0.25], [1.24, 3.30, -0.31], [2.02, 2.22, -1.17]],
  "mol_weight_g_mol": 283.66,
  "spin_multiplicity": 7,
  "charge": 1,
  "homo_energy_ha": [-0.40430, -0.43991],
  "e_tot_ha": -1308.7692,
  "s_squared": 12.048,
  "relative_energy_kcal_mol": 0.00
}


{
  "formula": "C5H10NO",
  "method": "wB97M-V/def2-TZVPD",
  "species": ["O", "C", "C", "C", "C", "C", "N", "H", "H", "H", "H", "H", "H", "H", "H", "H", "H"],
  "xyz": [[-1.88, 1.85, 0.86], [-1.87, 0.88, 0.07], [-1.68, -0.56, 0.38], [-0.20, -0.67, 0.94], [0.77, 0.08, 0.13], [0.76, 0.15, -1.32], [1.91, 0.32, 0.82], [-2.01, 1.22, -1.03], [-2.25, -1.05, 1.15], [-1.81, -1.01, -0.58], [-0.01, -1.73, 0.84], [-0.06, -0.54, 1.99], [1.13, 1.04, -1.92], [0.42, -0.56, -1.99], [2.20, -0.47, -2.59], [2.72, 0.82, 0.37], [1.85, 0.23, 1.89]],
  "mol_weight_g_mol": 100.14,
  "charge": 1,
  "homo_energy_ha": -0.50164,
  "e_tot_ha": -326.0438,
  "relative_energy_kcal_mol": 149.35
}


{
  "formula": "C18H25NO4",
  "method": "wB97M-V/def2-TZVPD",
  "species": ["C", "C", "C", "C", "C", "C", "O", "N", "C", "C", "O", "O", "C", "C", "C", "C", "C", "C", "C", "C", "O", "C", "C", "H", "H", "H", "H", "H", "H", "H", "H", "H", "H", "H", "H", "H", "H", "H", "H", "H", "H", "H", "H", "H", "H", "H", "H", "H"],
  "xyz": [[2.10, -3.94, -2.50], [1.52, -2.82, -1.60], [1.22, -3.10, -0.15], [0.78, -1.84, 0.59], [-0.57, -1.61, 0.66], [-1.03, -0.43, 1.49], [-2.21, -0.11, 1.65], [-0.13, 0.41, 2.06], [-0.45, 1.59, 2.91], [-1.64, 1.50, 3.91], [-2.64, 2.12, 3.89], [-1.48, 0.38, 4.70], [0.76, 2.52, 3.42], [-0.19, 2.91, 2.25], [-0.84, 4.29, 2.51], [-0.22, 5.28, 1.52], [-1.51, -2.48, -0.31], [-2.09, -2.00, -1.61], [-2.46, -3.21, -2.45], [-1.46, -4.25, -1.89], [-1.06, -5.21, -2.55], [-1.00, -3.96, -0.52], [0.33, -4.22, 0.11], [1.72, -5.01, -2.38], [2.05, -3.75, -3.61], [3.21, -3.99, -2.25], [0.65, -2.48, -2.02], [2.26, -2.08, -1.60], [2.22, -3.35, 0.33], [1.46, -1.33, 1.23], [0.84, 0.03, 2.09], [-2.32, 0.28, 5.10], [1.82, 2.29, 3.17], [0.46, 3.05, 4.30], [0.30, 2.83, 1.27], [-1.89, 4.33, 2.12], [-0.99, 4.61, 3.52], [-0.48, 5.16, 0.48], [0.89, 5.35, 1.69], [-0.72, 6.25, 1.84], [-2.47, -2.73, 0.34], [-1.25, -1.41, -1.99], [-2.92, -1.28, -1.30], [-2.35, -2.99, -3.50], [-3.50, -3.48, -2.30], [-1.64, -4.66, 0.01], [0.16, -4.23, 1.19], [0.68, -5.20, -0.22]],
  "mol_weight_g_mol": 319.40,
  "smiles": "CC[C@H]1C=C(C(=O)N[C@@]2(C(=O)O)C[C@@H]2CC)[C@H]2CCC(=O)[C@H]2C1",
  "homo_energy_ha": -0.34626,
  "e_tot_ha": -1056.4928,
  "relative_energy_kcal_mol": 117.75
}


{
  "formula": "C7H6F3I",
  "method": "wB97M-V/def2-TZVPD",
  "species": ["C", "C", "C", "C", "C", "C", "C", "F", "F", "F", "I", "H", "H", "H", "H", "H", "H"],
  "xyz": [[-1.41, -0.60, 0.55], [-1.15, 0.55, 1.22], [-0.45, 0.91, -0.99], [-0.64, -0.59, -0.72], [-0.35, 1.39, 0.42], [0.83, -1.11, -0.39], [1.54, -0.18, 0.52], [1.46, -1.25, -1.58], [0.71, -2.37, 0.12], [1.59, -0.57, 1.80], [3.24, 0.85, -0.16], [-1.96, -1.45, 0.90], [-1.46, 0.78, 2.22], [0.41, 1.14, -1.61], [-1.34, 1.32, -1.47], [-1.04, -1.20, -1.53], [0.02, 2.36, 0.70]],
  "mol_weight_g_mol": 274.02,
  "homo_energy_ha": [-0.29514, -0.28503],
  "e_tot_ha": -867.5211,
  "relative_energy_kcal_mol": 29.22
}


{
  "formula": "C6H15N3",
  "method": "wB97M-V/def2-TZVPD",
  "species": ["H", "N", "C", "C", "C", "N", "N", "H", "H", "H", "H", "H", "H", "C", "C", "C", "H", "H", "H", "H", "H", "H", "H", "H"],
  "xyz": [[1.99, 1.61, -0.21], [1.01, 1.81, -0.37], [0.23, 1.43, 0.56], [-1.23, 1.75, 0.47], [0.71, 0.97, 1.94], [1.17, 1.97, 2.74], [0.68, -0.23, 2.33], [0.34, -0.89, 1.63], [-1.47, 2.60, 1.11], [-1.81, 0.90, 0.83], [-1.50, 1.97, -0.56], [1.40, 2.86, 2.34], [1.61, 1.69, 3.60], [-1.57, -1.63, -1.45], [-0.15, -1.68, -0.88], [0.90, -1.74, -1.98], [-1.76, -2.50, -2.08], [-1.70, -0.74, -2.05], [-2.31, -1.63, -0.65], [-0.06, -2.56, -0.24], [0.02, -0.70, -0.31], [0.73, -2.60, -2.63], [1.90, -1.84, -1.55], [0.86, -0.84, -2.58]],
  "mol_weight_g_mol": 129.21,
  "smiles": "[H]/N=C(C)\\C(N)=N/[H].CCC",
  "homo_energy_ha": -0.34453,
  "e_tot_ha": -401.8598,
  "relative_energy_kcal_mol": 17.23
}


{
  "formula": "C5H10O",
  "method": "wB97M-V/def2-TZVPD",
  "species": ["C", "C", "O", "C", "C", "C", "H", "H", "H", "H", "H", "H", "H", "H", "H", "H"],
  "xyz": [[-0.82, -1.56, -0.56], [0.11, -0.95, 0.48], [-0.61, -0.49, 1.64], [-0.25, 0.88, 1.38], [0.71, 0.46, 0.25], [0.60, 1.16, -1.09], [-1.31, -2.43, -0.11], [-0.26, -1.90, -1.43], [-1.60, -0.86, -0.88], [0.86, -1.69, 0.76], [-1.11, 1.48, 1.06], [0.22, 1.36, 2.25], [1.75, 0.48, 0.59], [1.20, 0.66, -1.87], [0.96, 2.19, -1.02], [-0.43, 1.19, -1.44]],
  "mol_weight_g_mol": 86.13,
  "smiles": "C[C@@H]1OC[C@@H]1C",
  "homo_energy_ha": -0.35044,
  "e_tot_ha": -271.7125,
  "relative_energy_kcal_mol": 25.17
}


{
  "formula": "C14H26B2Br2F2LiMgNNaO18P",
  "method": "wB97M-V/def2-TZVPD",
  "species": ["C", "C", "O", "C", "O", "B", "P", "O", "Br", "H", "H", "H", "H", "H", "H", "H", "H", "H", "O", "H", "Li", "Mg", "C", "O", "O", "O", "Na", "B", "O", "C", "O", "C", "O", "O", "F", "F", "C", "C", "O", "N", "C", "H", "H", "H", "H", "H", "H", "H", "H", "C", "C", "O", "C", "O", "O", "C", "H", "H", "H", "H", "H", "H", "H", "H", "Br", "C", "O", "O", "O"],
  "xyz": [[4.61, -0.19, 0.01], [4.89, 1.43, -0.28], [5.97, 1.67, -1.25], [3.44, 2.03, -0.80], [2.49, 2.18, 0.33], [1.14, 2.33, -0.32], [0.04, 0.82, -0.79], [0.85, -0.28, -1.86], [-0.26, -0.34, 1.18], [5.46, -0.67, 0.67], [3.56, -0.24, 0.54], [4.51, -0.68, -1.05], [5.16, 1.95, 0.74], [5.57, 1.79, -2.17], [2.98, 1.18, -1.49], [3.55, 2.99, -1.46], [0.81, 3.47, -0.48], [1.33, 0.19, -2.61], [-1.68, 3.49, -0.79], [-2.25, 4.13, -0.40], [5.95, 2.01, 2.13], [3.25, -1.42, -2.40], [8.97, 2.30, -1.94], [9.29, 1.56, -2.87], [9.10, 2.04, -0.74], [8.46, 3.42, -2.07], [0.25, 2.45, -2.46], [-4.25, -0.34, 3.57], [-4.76, 0.75, 4.40], [-4.56, 1.89, 3.72], [-4.87, 3.00, 4.14], [-3.92, 1.61, 2.47], [-3.60, 2.42, 1.62], [-3.73, 0.29, 2.35], [-5.32, -1.26, 3.23], [-3.19, -1.04, 4.26], [1.81, 1.90, -7.80], [1.59, 3.29, -7.29], [1.37, 3.59, -6.13], [1.52, 4.39, -8.17], [2.72, 5.26, -8.08], [2.08, 1.24, -6.97], [0.90, 1.54, -8.27], [2.63, 1.90, -8.52], [1.36, 4.07, -9.13], [0.74, 4.93, -7.80], [2.55, 6.11, -8.75], [3.59, 4.69, -8.39], [2.82, 5.62, -7.05], [-7.73, -4.84, 7.16], [-6.48, -4.59, 7.98], [-5.34, -5.23, 7.39], [-4.82, -4.61, 6.30], [-5.24, -3.58, 5.79], [-3.78, -5.35, 5.85], [-3.22, -4.87, 4.64], [-7.88, -5.92, 7.00], [-8.62, -4.43, 7.65], [-7.66, -4.39, 6.16], [-6.61, -5.04, 8.97], [-6.30, -3.52, 8.13], [-2.93, -3.82, 4.72], [-3.92, -5.02, 3.81], [-2.32, -5.45, 4.42], [0.78, 2.94, -10.34], [-0.69, -6.94, 2.35], [-0.14, -7.06, 1.26], [-1.35, -7.82, 2.91], [-0.67, -5.92, 3.05]],
  "mol_weight_g_mol": 800.99,
  "charge": -2,
  "homo_energy_ha": -0.04522,
  "e_tot_ha": -8066.7011
}


{
  "formula": "C12H35N3OP",
  "method": "wB97M-V/def2-TZVPD",
  "species": ["N", "N", "P", "N", "O", "H", "H", "H", "H", "H", "H", "H", "C", "C", "C", "C", "C", "C", "H", "H", "H", "H", "H", "H", "H", "H", "H", "H", "H", "H", "H", "H", "C", "C", "C", "C", "C", "C", "H", "H", "H", "H", "H", "H", "H", "H", "H", "H", "H", "H", "H", "H"],
  "xyz": [[-7.18, -0.86, -2.01], [-6.38, -1.92, -1.62], [-4.63, -1.68, -1.95], [-3.82, -2.87, -0.83], [-4.10, -0.06, -1.52], [-7.25, -0.18, -1.19], [-8.14, -1.30, -2.14], [-6.68, -2.77, -2.18], [-6.57, -2.17, -0.61], [-3.56, -3.69, -1.42], [-3.00, -2.44, -0.36], [-3.73, 0.42, -2.34], [-0.66, 0.37, -0.76], [0.21, 1.09, -1.77], [0.94, 2.31, -1.19], [0.02, 3.43, -0.69], [-0.94, 4.00, -1.74], [-0.24, 4.65, -2.91], [-1.47, 1.01, -0.39], [-1.13, -0.51, -1.22], [-0.07, 0.03, 0.10], [-0.39, 1.37, -2.64], [0.97, 0.38, -2.14], [1.62, 2.70, -1.95], [1.57, 1.98, -0.36], [0.65, 4.24, -0.31], [-0.56, 3.07, 0.17], [-1.57, 4.75, -1.25], [-1.62, 3.22, -2.10], [0.42, 5.46, -2.58], [-0.97, 5.07, -3.61], [0.37, 3.93, -3.47], [3.30, -0.79, 0.16], [2.50, -1.65, 1.12], [2.39, -1.05, 2.53], [3.72, -0.87, 3.27], [4.54, -2.15, 3.45], [3.83, -3.20, 4.29], [4.34, -0.67, 0.49], [3.32, -1.25, -0.83], [2.85, 0.20, 0.06], [2.94, -2.66, 1.17], [1.49, -1.78, 0.72], [1.72, -1.67, 3.13], [1.90, -0.07, 2.45], [3.50, -0.44, 4.26], [4.33, -0.13, 2.74], [5.48, -1.88, 3.95], [4.81, -2.57, 2.48], [3.59, -2.81, 5.29], [4.48, -4.07, 4.42], [2.91, -3.54, 3.82]],
  "mol_weight_g_mol": 268.41,
  "charge": 1,
  "homo_energy_ha": -0.45681,
  "e_tot_ha": -1058.7729
}